1.
{
  "formula": "C4H10N2O3",
  "method": "wB97M-V/def2-TZVPD",
  "orbital_gap_ev": 9.75,
  "e_lumo_ha": 0.011,
  "homo_ev": -9.44,
  "charge": 0,
  "species": ["C", "C", "N", "C", "C", "O", "N", "O", "O", "H", "H", "H", "H", "H", "H", "H", "H", "H", "H"],
  "xyz": [[-1.5131, -1.3093, -0.2418], [-0.7669, -0.0546, -0.6463], [0.5198, 0.0051, 0.0293], [0.4341, 0.8276, 1.2092], [1.6949, 0.1476, -0.7667], [2.1741, 1.3984, -1.0527], [2.8249, -0.6272, 0.0475], [2.7855, -1.8314, 0.0554], [3.5995, 0.1657, 0.6079], [-2.1437, -1.1278, 0.6478], [-2.1047, -1.8855, -1.0939], [-0.7543, -2.1008, -0.0138], [-0.7046, -0.0318, -1.7194], [-1.5142, 0.7331, -0.3457], [1.4848, 0.7764, 1.6060], [0.3323, 1.8976, 0.9275], [-0.3898, 0.4625, 1.7161], [1.6874, -0.3112, -1.7006], [2.2791, 1.7272, -0.0853]],
  "forces_ev_per_a": [[-0.3, -3.0, -0.9], [-1.6, -0.2, 0.0], [-0.3, 0.2, -1.3], [3.6, 1.4, -1.9], [0.0, 0.0, 0.7], [-0.2, 0.9, 3.4], [-0.2, 1.9, -0.2], [0.6, 0.6, 0.4], [-0.4, -2.1, -0.1], [0.2, -0.4, -0.5], [0.7, 1.8, 1.6], [-0.6, 0.7, 0.2], [0.5, 0.2, -0.5], [1.4, 0.1, -0.4], [-1.4, -0.2, 1.1], [-0.5, -0.3, 0.3], [-1.1, -0.4, 1.9], [-0.7, -1.5, -1.3], [0.4, 0.3, -2.5]],
  "nbo_charge": [-0.63, -0.24, -0.47, -0.42, 0.33, -0.67, 0.51, -0.33, -0.41, 0.21, 0.22, 0.23, 0.21, 0.19, 0.21, 0.17, 0.22, 0.20, 0.48]
}

***

2.
{
  "formula": "C16H26IrN4O6S2",
  "method": "wB97M-V/def2-TZVPD",
  "orbital_gap_ev": 7.53,
  "e_lumo_ha": -0.143,
  "homo_ev": -11.42,
  "charge": 1,
  "species": ["Ir", "C", "O", "C", "C", "O", "C", "H", "H", "H", "H", "H", "H", "H", "H", "H", "H", "C", "S", "O", "O", "O", "H", "H", "H", "N", "C", "N", "C", "N", "C", "C", "C", "N", "C", "C", "H", "H", "H", "H", "H", "O", "S", "C", "C", "C", "C", "H", "H", "H", "H", "H", "H", "H", "H"],
  "xyz": [[0.4218, 0.5664, -0.4303], [-0.9884, 1.7794, 2.5748], [-0.7349, 2.0891, 1.1988], [-1.5864, 3.0430, 0.6543], [-0.8587, 3.4123, -0.5852], [-0.6386, 2.2407, -1.3821], [-1.8094, 1.9205, -2.1678], [-0.7718, 2.6552, 3.1902], [-0.3261, 0.9708, 2.8530], [-2.0284, 1.4791, 2.7185], [-1.6991, 3.9143, 1.3066], [-2.5864, 2.6380, 0.4633], [0.1256, 3.7836, -0.3015], [-1.3835, 4.1792, -1.1542], [-2.1307, 2.8114, -2.7068], [-2.6242, 1.5529, -1.5427], [-1.5214, 1.1616, -2.8749], [3.7092, -0.5798, 2.1327], [2.0323, -0.3418, 1.6444], [1.8853, 1.0838, 1.3116], [1.1875, -0.7950, 2.7115], [1.7979, -1.1136, 0.3685], [3.8115, -0.2489, 3.1637], [4.3270, 0.0249, 1.4702], [3.9529, -1.6359, 2.0353], [-3.9020, -3.1670, -2.6722], [-2.9188, -2.5745, -2.8133], [-1.7994, -1.9101, -3.0147], [-1.0341, -1.1358, -2.4475], [-0.2264, -0.3484, -2.0772], [4.3575, 1.7941, -3.0208], [3.5992, 2.7907, -2.4215], [2.4993, 2.4269, -1.6750], [2.1420, 1.1459, -1.5382], [2.8736, 0.1760, -2.0940], [3.9979, 0.4661, -2.8388], [5.2208, 2.0505, -3.6203], [3.8559, 3.8340, -2.5367], [1.8889, 3.1594, -1.1686], [2.5380, -0.8366, -1.9235], [4.5772, -0.3315, -3.2810], [-1.0611, -0.8741, 0.6583], [-0.7137, -2.2276, 1.3263], [-1.8712, -2.3507, 2.7279], [-2.4663, -3.7432, 2.6084], [-2.8499, -3.9046, 1.1394], [-1.6380, -3.4663, 0.3238], [-2.6121, -1.5622, 2.5837], [-1.2949, -2.1710, 3.6337], [-3.3369, -3.8652, 3.2518], [-1.7274, -4.4968, 2.8929], [-3.7023, -3.2646, 0.9063], [-3.1294, -4.9329, 0.9164], [-1.8900, -2.9876, -0.6198], [-0.9396, -4.2840, 0.1426]],
  "forces_ev_per_a": [[2.7, -2.5, -1.6], [0.0, 0.2, -0.1], [-0.1, -0.5, 1.6], [-0.3, 0.2, 0.2], [0.1, 0.7, -0.1], [0.1, -0.4, 0.1], [-0.4, 0.0, -0.3], [0.0, 0.0, 0.0], [0.0, -0.1, 0.0], [0.0, 0.0, -0.1], [0.0, 0.1, 0.0], [0.0, 0.0, 0.0], [0.0, 0.0, -0.1], [0.1, -0.1, -0.3], [0.1, 0.1, 0.1], [0.1, 0.0, 0.1], [0.0, 0.1, -0.1], [0.0, 0.0, -0.4], [0.3, -0.5, 0.9], [-0.5, 0.6, -0.3], [0.1, 0.0, 0.3], [-0.9, 1.6, -0.7], [-0.1, 0.0, 0.0], [0.1, -0.1, 0.0], [0.0, 0.0, 0.1], [0.2, 0.1, 0.0], [0.1, 0.4, 0.1], [-0.3, -0.6, -0.6], [0.2, 0.2, 0.5], [0.1, -0.4, 0.4], [0.0, 0.0, 0.0], [0.1, -0.1, -0.1], [0.0, 0.0, 0.0], [-1.5, 0.1, 0.8], [-0.1, -0.2, 0.0], [0.1, 0.2, -0.1], [0.0, 0.0, 0.0], [0.0, 0.0, 0.1], [0.0, 0.0, 0.0], [0.0, 0.0, 0.0], [-0.1, 0.0, 0.0], [0.1, 0.9, -0.2], [-0.6, 0.0, -0.6], [0.3, 0.0, -0.1], [-0.2, -0.1, -0.1], [0.0, 0.0, 0.0], [0.1, 0.1, 0.3], [0.0, 0.0, -0.1], [-0.1, 0.0, 0.0], [0.1, 0.0, 0.1], [0.0, 0.0, 0.0], [0.0, 0.0, 0.0], [0.0, 0.0, -0.1], [0.1, 0.0, 0.1], [0.0, 0.0, 0.0]],
  "nbo_charge": [1.44, -0.25, -0.59, -0.10, -0.08, -0.51, -0.26, 0.18, 0.23, 0.18, 0.20, 0.19, 0.20, 0.21, 0.20, 0.20, 0.23, -0.89, 2.38, -0.98, -0.96, -0.93, 0.27, 0.25, 0.26, -0.38, 0.42, -0.62, 0.68, -0.69, -0.12, -0.24, 0.08, -0.40, 0.06, -0.23, 0.24, 0.25, 0.21, 0.25, 0.25, -1.01, 1.24, -0.57, -0.42, -0.41, -0.58, 0.24, 0.25, 0.24, 0.21, 0.22, 0.24, 0.25, 0.24]
}

***

3.
{
  "formula": "C30H43BrN2NiP2",
  "method": "wB97M-V/def2-TZVPD",
  "orbital_gap_ev": [7.00, 5.34],
  "e_lumo_ha": [-0.222, -0.283],
  "multiplicity": 3,
  "homo_ev": [-13.04, -13.04],
  "s_squared": 2.0649,
  "charge": 2,
  "species": ["C", "C", "C", "C", "N", "C", "C", "C", "C", "C", "C", "C", "C", "C", "Ni", "P", "H", "H", "H", "H", "H", "H", "H", "H", "C", "C", "H", "H", "H", "H", "H", "C", "C", "H", "H", "H", "H", "H", "C", "C", "H", "H", "H", "H", "H", "Br", "P", "C", "C", "H", "H", "H", "H", "H", "C", "C", "H", "H", "H", "H", "H", "C", "C", "H", "H", "H", "H", "H", "C", "C", "C", "N", "C", "C", "H", "H", "H", "H", "H"],
  "xyz": [[-1.7050, 5.3873, -4.6745], [-2.0694, 4.1520, -5.2377], [-2.1718, 4.0531, -6.6362], [-1.6834, 5.1253, -7.4105], [-1.2318, 6.2462, -6.8410], [-1.2533, 6.4141, -5.5168], [-2.1344, 2.9913, -4.3578], [-1.2470, 2.3055, -3.6871], [-0.0661, 1.8096, -3.1541], [0.9712, 2.5433, -2.5027], [1.7959, 1.9128, -1.6223], [1.4560, 0.5405, -1.0892], [0.3818, -0.1539, -1.8059], [-0.1790, 0.4093, -2.8992], [-2.8901, 1.7028, -3.2969], [2.8111, -0.6863, -1.4423], [-2.5046, 3.1384, -7.1144], [-1.6553, 5.5020, -3.5965], [-1.6394, 5.0423, -8.5173], [-0.8800, 7.3613, -5.0850], [-0.9590, -0.1559, -3.4513], [1.0466, 3.6307, -2.6318], [0.0436, -1.1265, -1.4606], [2.6046, 2.4304, -1.0899], [2.3683, -2.1792, -0.5074], [2.8778, -3.5186, -1.0486], [1.2730, -2.2211, -0.4079], [2.7580, -2.0077, 0.5102], [2.4768, -4.3155, -0.4057], [2.5344, -3.7080, -2.0748], [3.9746, -3.5811, -1.0243], [2.9692, -1.0746, -3.1950], [3.2900, 0.1161, -4.1002], [2.0398, -1.5637, -3.5379], [3.7772, -1.8242, -3.2594], [3.4569, -0.2377, -5.1247], [2.4671, 0.8353, -4.1295], [4.1978, 0.6366, -3.7715], [4.3293, 0.0215, -0.8046], [5.4233, -1.0329, -0.6531], [4.0805, 0.4819, 0.1623], [4.6370, 0.8285, -1.4865], [6.3544, -0.5462, -0.3435], [5.1599, -1.7760, 0.1109], [5.6166, -1.5609, -1.5969], [1.2773, 0.6451, 0.8771], [-2.7294, -2.1412, -4.0952], [-1.0162, -2.8580, -3.9876], [-0.8987, -4.3754, -4.1515], [-0.6037, -2.5683, -3.0100], [-0.4374, -2.3478, -4.7710], [0.1623, -4.6464, -4.1870], [-1.3485, -4.9151, -3.3125], [-1.3652, -4.7269, -5.0758], [-3.0460, -1.6379, -2.3803], [-4.0913, -2.5344, -1.7218], [-3.4012, -0.5989, -2.4911], [-2.0958, -1.6420, -1.8248], [-4.0264, -2.4736, -0.6291], [-5.1006, -2.2216, -2.0216], [-3.9498, -3.5822, -2.0193], [-2.6112, -0.6504, -5.1330], [-3.5453, -0.9516, -6.3124], [-1.5702, -0.5219, -5.4745], [-2.9074, 0.3193, -4.5591], [-3.8419, -0.0385, -6.8285], [-3.0387, -1.6094, -7.0251], [-4.4435, -1.4692, -5.9564], [-3.6267, 2.2650, 1.3840], [-3.5820, 3.2708, 0.4247], [-3.4079, 2.9654, -0.9290], [-3.2513, 1.6659, -1.3568], [-3.2234, 0.6970, -0.3870], [-3.4494, 0.9586, 0.9569], [-3.7661, 2.4840, 2.4417], [-3.6582, 4.3156, 0.6892], [-3.3757, 3.7258, -1.7163], [-3.0450, -0.3368, -0.7026], [-3.4321, 0.1056, 1.6347]],
  "forces_ev_per_a": [[0.5, 0.0, -0.2], [-0.3, 0.7, -0.9], [0.6, 0.3, 0.1], [-0.3, -0.2, 0.7], [0.2, 0.4, -0.4], [-0.5, -0.8, 0.0], [2.7, 0.2, 0.5], [-0.8, 3.0, -2.6], [0.5, -0.7, 0.8], [0.0, 0.5, 0.4], [-0.4, 0.0, 0.6], [1.1, -0.1, -0.9], [-1.1, 0.4, -0.4], [-0.7, -1.0, 0.5], [-2.0, -1.2, 1.7], [0.2, -0.1, 0.7], [0.1, 0.1, 0.1], [0.0, 0.0, -0.1], [-0.1, 0.2, 0.9], [-0.3, -0.6, -0.5], [0.7, 0.4, 0.4], [0.1, -0.5, -0.2], [0.2, 0.1, -0.2], [-0.4, -0.1, -0.4], [0.0, -0.1, 0.4], [0.1, -0.2, -0.1], [0.4, 0.1, 0.0], [-0.2, 0.0, -0.3], [0.2, 0.2, -0.3], [0.1, 0.0, 0.3], [-0.3, 0.0, 0.0], [-0.2, -0.2, -0.4], [0.1, 0.2, -0.1], [0.4, 0.1, 0.3], [-0.3, 0.2, 0.1], [0.0, 0.1, 0.3], [0.2, -0.1, 0.0], [-0.2, -0.1, -0.1], [0.2, 0.2, 0.0], [0.3, -0.2, 0.0], [0.1, -0.1, -0.2], [-0.1, -0.2, 0.2], [-0.2, -0.2, -0.1], [0.1, 0.2, -0.2], [0.0, 0.1, 0.2], [-0.2, 0.0, -0.2], [-0.3, -2.1, -0.2], [0.2, 0.5, 0.0], [0.0, 0.0, 0.0], [0.2, 0.0, -0.2], [0.1, -0.2, 0.1], [-0.2, -0.1, 0.0], [0.0, 0.1, -0.1], [0.0, 0.1, 0.1], [0.2, 0.4, -0.3], [-0.2, 0.1, 0.2], [0.0, -0.3, 0.3], [-0.3, 0.1, 0.0], [-0.1, -0.1, -0.1], [0.3, -0.2, 0.0], [-0.1, 0.3, 0.1], [0.1, 0.8, 0.3], [-0.2, 0.5, -0.1], [-0.4, 0.3, 0.0], [0.2, -1.7, -1.2], [0.0, 0.0, -0.2], [-0.1, 0.1, 0.1], [0.2, 0.2, -0.2], [0.1, 0.0, -0.2], [0.1, 0.2, -0.7], [0.0, -1.3, 0.4], [-0.1, 0.5, 1.6], [-0.3, 0.4, -0.6], [0.3, -0.3, -0.3], [0.0, 0.1, -0.3], [-0.1, 0.0, 0.1], [-0.1, -0.2, 0.5], [-0.2, 0.9, 0.2], [-0.1, 0.4, 0.0]],
  "mulliken_spin": [0.03, -0.01, 0.03, -0.01, 0.02, -0.01, 0.12, 0.03, 0.13, -0.07, 0.29, -0.04, 0.24, 0.04, 1.05, 0.01, 0.00, 0.00, 0.00, 0.00, -0.05, 0.01, 0.02, 0.00, 0.01, 0.00, 0.00, 0.00, 0.00, 0.00, 0.00, 0.01, 0.03, -0.01, 0.00, 0.00, -0.01, 0.00, 0.02, 0.00, 0.00, 0.00, 0.00, 0.00, 0.00, 0.09, 0.00, 0.00, 0.00, 0.00, 0.00, 0.00, 0.00, 0.00, 0.00, 0.00, 0.01, 0.00, 0.00, 0.00, 0.00, -0.01, 0.00, 0.00, 0.00, 0.00, 0.00, 0.00, 0.00, 0.00, 0.00, 0.03, 0.01, 0.00, 0.00, 0.00, 0.00, 0.00, 0.00]
}

***

4.
{
  "formula": "C15H31BrOsP2",
  "method": "wB97M-V/def2-TZVPD",
  "orbital_gap_ev": [8.31, 7.01],
  "e_lumo_ha": [-0.197, -0.269],
  "multiplicity": 5,
  "homo_ev": [-13.68, -14.34],
  "s_squared": 6.0166,
  "charge": 2,
  "species": ["P", "P", "C", "C", "H", "H", "H", "H", "C", "H", "H", "H", "C", "H", "H", "H", "C", "H", "H", "H", "C", "H", "H", "H", "Os", "C", "C", "C", "C", "C", "C", "C", "C", "C", "H", "H", "H", "H", "H", "H", "H", "H", "H", "H", "H", "H", "H", "H", "H", "Br"],
  "xyz": [[-2.8702, 4.4569, -2.1239], [-3.7335, 1.2375, -4.0842], [-3.7811, 4.0676, -3.6621], [-4.6416, 2.7927, -3.7392], [-3.0663, 4.1290, -4.5006], [-4.4587, 4.9326, -3.7741], [-5.3054, 2.6647, -2.8661], [-5.3162, 2.9043, -4.6051], [-3.6224, 1.3508, -5.9157], [-3.0805, 0.4790, -6.3111], [-3.1020, 2.2699, -6.2243], [-4.6376, 1.3584, -6.3367], [-4.8417, -0.1601, -3.8218], [-5.4386, -0.3078, -4.7339], [-5.5254, 0.0350, -2.9838], [-4.2724, -1.0803, -3.6282], [-2.1457, 6.0620, -2.5737], [-1.5249, 6.4423, -1.7508], [-2.9610, 6.7709, -2.7713], [-1.5286, 5.9547, -3.4765], [-4.1205, 4.8575, -0.8734], [-4.9941, 4.1922, -0.9496], [-4.4609, 5.8857, -1.0629], [-3.7054, 4.8021, 0.1435], [-0.8741, 0.6982, -0.2809], [-2.0049, 0.2227, -2.3674], [-2.0246, 1.0389, -3.6845], [-1.0577, 2.2625, -3.7872], [-0.5065, 2.8489, -2.4835], [-1.4792, 3.5712, -1.5158], [-2.0302, 2.5610, -0.4397], [-3.3003, 1.8010, -0.8221], [-3.0004, 0.3577, -1.2101], [-0.7684, 0.1662, 1.5834], [-1.7438, -0.8315, -2.5552], [-1.6903, 0.3326, -4.4674], [-1.4573, 3.0487, -4.4526], [-0.1801, 1.8706, -4.3333], [0.0437, 2.0363, -1.9242], [0.2764, 3.5775, -2.7539], [-0.8945, 4.3258, -0.9602], [-2.1167, 3.0351, 0.5569], [-3.7942, 2.2852, -1.6803], [-4.0321, 1.8628, 0.0037], [-2.6170, -0.2288, -0.2950], [-3.9221, -0.2031, -1.4302], [-0.9553, -0.9122, 1.7164], [-1.4975, 0.7412, 2.1768], [0.2551, 0.3982, 1.9299], [1.1065, -0.4783, -0.7675]],
  "forces_ev_per_a": [[-0.4, 2.8, -0.8], [-1.1, 0.7, -3.4], [-0.1, -0.3, -0.2], [-0.3, 0.1, 0.3], [-0.4, 0.0, 0.3], [0.3, -0.2, 0.1], [0.3, 0.1, -0.3], [0.2, -0.1, 0.3], [-0.3, 0.0, 0.1], [-0.2, 0.3, 0.1], [-0.1, -0.3, 0.1], [0.3, 0.0, 0.0], [-0.1, -0.3, 0.4], [0.2, 0.2, 0.3], [0.2, -0.1, -0.2], [-0.1, 0.3, 0.0], [-0.3, 0.1, -0.1], [-0.2, -0.1, -0.2], [0.3, -0.1, 0.0], [-0.1, 0.1, 0.2], [-0.2, -0.2, 0.2], [0.3, 0.2, 0.1], [0.1, -0.3, 0.0], [-0.1, 0.0, -0.4], [1.3, 1.8, -3.4], [1.3, -0.4, 1.9], [0.8, -0.6, 2.2], [0.4, -0.1, -0.5], [0.4, 0.4, -0.4], [0.6, -2.6, 1.8], [0.8, -0.4, 0.6], [-0.7, 0.4, 0.4], [-1.4, -0.8, -1.6], [-0.1, -0.6, 2.7], [-0.2, 0.5, 0.1], [-0.3, 0.2, 0.3], [0.2, -0.3, 0.3], [-0.3, 0.2, 0.2], [-0.5, 0.9, -0.5], [-0.2, -0.3, -0.1], [-0.3, -0.1, -0.3], [-0.1, -0.1, -0.6], [0.0, -0.2, 0.2], [0.2, -0.3, -0.4], [-0.6, 0.0, -0.3], [-0.1, 0.0, 0.5], [0.1, 0.3, 0.2], [0.1, -0.2, 0.1], [-0.4, -0.1, 0.1], [0.6, -0.5, -0.4]],
  "mulliken_spin": [0.01, -0.01, 0.00, 0.00, 0.00, 0.00, 0.00, 0.00, 0.01, 0.00, 0.00, 0.00, 0.01, 0.00, 0.00, 0.00, 0.00, 0.00, 0.00, 0.00, 0.01, 0.00, 0.00, 0.00, 2.99, 0.34, -0.05, -0.03, 0.10, -0.05, 0.15, 0.07, 0.05, 0.03, -0.04, 0.01, 0.00, -0.01, -0.01, -0.01, 0.00, 0.01, 0.00, 0.01, 0.03, 0.01, 0.02, 0.04, 0.03, 0.29]
}